Molecular formula: C51H126N10O3
Method: DFT, wB97M-V/def2-TZVPD

Calculated values
frontier orbital gap = 8.79 eV
HOMO energy = -8.25 eV
calculated total energy = -75974.72326 eV
strongest force on any atom = 1.7 eV Å⁻¹

Geometry as XYZ:
```
190
Properties=species:S:1:pos:R:3:lowdin_charge:R:1
C -0.234 4.080 5.767 -0.086
C -1.591 3.394 5.804 -0.275
N -2.106 3.125 4.468 -0.177
C -3.476 2.631 4.575 -0.260
C -4.133 2.208 3.261 -0.087
C -1.247 2.283 3.639 -0.249
C -1.025 0.889 4.262 -0.063
H -0.276 4.996 5.174 0.081
H 0.542 3.411 5.403 0.038
H 0.030 4.434 6.768 0.076
H -1.533 2.495 6.436 0.107
H -2.305 4.057 6.299 0.115
H -3.561 1.799 5.291 0.110
H -4.059 3.476 4.952 0.115
H -3.589 1.403 2.762 0.045
H -5.146 1.864 3.459 0.069
H -4.156 3.053 2.570 0.084
H -0.303 2.770 3.390 0.079
H -1.689 2.154 2.649 0.079
H -1.929 0.286 4.295 0.048
H -0.619 1.063 5.259 0.066
H -0.266 0.343 3.695 0.062
C 2.226 3.638 -3.596 -0.090
C 2.082 4.461 -2.321 -0.267
N 1.075 3.933 -1.406 -0.182
C -0.233 3.783 -2.024 -0.273
C -0.962 5.070 -2.431 -0.061
C 1.075 4.692 -0.146 -0.239
C 0.363 3.887 0.945 -0.082
H 3.169 3.842 -4.101 0.074
H 1.428 3.852 -4.311 0.067
H 2.142 2.574 -3.361 0.058
H 3.061 4.498 -1.837 0.108
H 1.857 5.507 -2.589 0.110
H -0.175 3.121 -2.890 0.091
H -0.893 3.224 -1.351 0.097
H -1.269 5.658 -1.565 0.068
H -0.280 5.669 -3.036 0.068
H -1.865 4.840 -2.995 0.069
H 0.598 5.670 -0.299 0.111
H 2.110 4.851 0.157 0.101
H 0.451 4.429 1.886 0.072
H 0.824 2.903 0.972 0.045
H -0.684 3.786 0.661 0.070
C -5.848 -2.165 4.286 -0.075
C -4.716 -1.278 3.756 -0.248
N -3.873 -1.890 2.732 -0.183
C -3.128 -3.064 3.177 -0.249
C -1.914 -2.677 4.028 -0.067
C -4.582 -2.147 1.486 -0.271
C -5.115 -0.903 0.791 -0.080
H -5.508 -2.872 5.048 0.067
H -6.330 -2.750 3.505 0.066
H -6.583 -1.530 4.783 0.074
H -5.215 -0.419 3.309 0.073
H -4.067 -0.876 4.535 0.101
H -3.773 -3.756 3.740 0.110
H -2.784 -3.637 2.314 0.102
H -1.473 -3.577 4.460 0.070
H -1.190 -2.175 3.388 0.056
H -2.198 -2.027 4.855 0.061
H -5.337 -2.949 1.535 0.113
H -3.848 -2.580 0.793 0.099
H -5.616 -1.214 -0.130 0.059
H -4.322 -0.217 0.504 0.061
H -5.922 -0.435 1.358 0.071
C 4.102 4.911 4.313 -0.081
C 3.168 3.958 3.575 -0.273
N 3.684 2.588 3.572 -0.159
C 3.326 1.951 4.847 -0.262
C 4.251 0.791 5.188 -0.079
C 3.071 1.839 2.470 -0.264
C 3.780 2.119 1.160 -0.064
H 5.111 4.821 3.909 0.075
H 4.131 4.773 5.394 0.063
H 3.811 5.949 4.124 0.072
H 2.140 4.072 3.949 0.098
H 3.117 4.315 2.542 0.095
H 2.295 1.562 4.773 0.106
H 3.311 2.663 5.672 0.108
H 3.893 0.225 6.050 0.073
H 5.264 1.120 5.417 0.073
H 4.301 0.091 4.351 0.062
H 3.041 0.770 2.698 0.094
H 1.990 2.060 2.430 0.089
H 4.702 1.540 1.084 0.066
H 3.181 1.882 0.277 0.052
H 4.050 3.173 1.096 0.070
C 7.572 0.080 -3.885 -0.082
C 6.588 -1.009 -3.426 -0.253
N 6.181 -0.948 -2.027 -0.200
C 7.238 -1.446 -1.159 -0.267
C 6.840 -1.556 0.296 -0.093
C 5.642 0.333 -1.598 -0.253
C 4.476 0.775 -2.470 -0.082
H 8.195 -0.257 -4.713 0.070
H 8.214 0.454 -3.087 0.064
H 7.016 0.948 -4.251 0.063
H 5.714 -1.010 -4.080 0.102
H 7.072 -1.978 -3.560 0.109
H 7.486 -2.453 -1.509 0.115
H 8.176 -0.869 -1.233 0.113
H 7.566 -2.132 0.873 0.075
H 6.773 -0.587 0.795 0.066
H 5.893 -2.091 0.410 0.068
H 6.421 1.110 -1.552 0.124
H 5.206 0.184 -0.607 0.079
H 3.940 1.630 -2.058 0.057
H 3.756 -0.046 -2.559 0.060
H 4.746 0.994 -3.507 0.068
C -5.014 -0.829 -7.466 -0.079
C -5.160 -1.763 -6.261 -0.242
N -4.299 -1.403 -5.121 -0.203
C -2.913 -1.763 -5.383 -0.256
C -2.515 -3.243 -5.324 -0.065
C -4.894 -1.978 -3.921 -0.244
C -4.149 -1.727 -2.601 -0.071
H -3.992 -0.827 -7.851 0.061
H -5.229 0.200 -7.170 0.069
H -5.688 -1.131 -8.264 0.073
H -6.203 -1.717 -5.953 0.113
H -4.916 -2.775 -6.609 0.109
H -2.557 -1.319 -6.313 0.105
H -2.280 -1.224 -4.671 0.078
H -1.464 -3.331 -5.602 0.080
H -2.622 -3.682 -4.332 0.063
H -3.101 -3.832 -6.031 0.068
H -4.920 -3.078 -4.016 0.115
H -5.922 -1.637 -3.810 0.113
H -4.354 -2.473 -1.837 0.073
H -4.341 -0.709 -2.261 0.054
H -3.076 -1.812 -2.790 0.039
C -0.804 -0.217 -2.744 -0.078
C 0.283 0.094 -1.735 -0.247
N 0.473 -0.920 -0.699 -0.189
C 1.639 -0.525 0.092 -0.248
C 1.975 -1.558 1.161 -0.074
C -0.741 -1.170 0.086 -0.222
C -1.389 0.051 0.755 -0.057
H -1.775 -0.021 -2.271 0.060
H -0.829 -1.264 -3.046 0.059
H -0.778 0.433 -3.618 0.067
H 1.231 0.117 -2.295 0.107
H 0.229 1.133 -1.374 0.101
H 2.534 -0.412 -0.523 0.096
H 1.418 0.425 0.599 0.092
H 1.915 -2.593 0.815 0.060
H 2.975 -1.377 1.555 0.073
H 1.251 -1.538 1.982 0.065
H -0.451 -1.921 0.822 0.093
H -1.486 -1.649 -0.554 0.098
H -1.993 0.604 0.035 0.071
H -0.627 0.726 1.152 0.056
H -1.987 -0.305 1.596 0.056
C 3.682 -3.019 -2.012 -0.061
N 2.242 -3.181 -1.967 0.025
C 1.575 -4.316 -2.255 -0.559
C 0.075 -4.269 -2.094 0.009
O 2.131 -5.358 -2.579 0.022
H 3.977 -2.608 -2.978 0.078
H 4.197 -3.977 -1.925 0.088
H 3.988 -2.405 -1.171 0.059
H 1.727 -2.418 -1.548 0.078
H -0.395 -4.776 -2.931 0.078
H -0.300 -3.248 -2.000 0.045
H -0.164 -4.760 -1.149 0.076
C -2.671 1.938 -5.818 -0.062
N -3.817 1.577 -4.999 0.021
C -4.537 2.486 -4.340 -0.567
C -5.685 1.967 -3.506 0.004
O -4.340 3.696 -4.395 0.023
H -1.766 2.074 -5.222 0.069
H -2.828 2.890 -6.328 0.084
H -2.570 1.170 -6.582 0.071
H -4.034 0.577 -5.009 0.086
H -6.030 2.737 -2.823 0.080
H -5.417 1.069 -2.943 0.053
H -6.551 1.702 -4.119 0.084
C 1.709 -7.805 4.522 -0.072
N 1.211 -7.133 3.330 -0.002
C 1.000 -5.799 3.352 -0.562
C 0.534 -5.202 2.029 0.007
O 1.156 -5.122 4.352 0.043
H 1.844 -8.863 4.308 0.081
H 0.983 -7.758 5.333 0.084
H 2.643 -7.339 4.830 0.086
H 1.188 -7.637 2.464 0.127
H 0.965 -5.756 1.194 0.076
H 0.868 -4.173 1.956 0.055
H -0.554 -5.279 2.038 0.082
```

***

Molecular formula: C23H66O11V
Method: DFT, wB97M-V/def2-TZVPD

Calculated values
⟨S²⟩ = 6.01
frontier orbital gap (alpha / beta) = 6.60 / 5.38 eV
HOMO energy (alpha / beta) = -10.76 / -10.67 eV
net charge = +1
spin multiplicity = 5
calculated total energy = -73116.09600 eV
strongest force on any atom = 3.4 eV Å⁻¹

Geometry as XYZ:
```
101
Properties=species:S:1:pos:R:3:lowdin_charge:R:1
V -1.842 -2.242 -1.382 1.068
O -3.741 1.227 -0.298 0.350
H -2.791 1.118 -0.389 0.104
H -3.983 1.869 0.373 0.176
H -4.204 1.268 -1.138 0.185
C 0.311 -0.592 -4.519 -0.050
C -1.028 -1.186 -4.691 -0.470
C -0.969 -2.420 -5.690 0.009
O -1.876 -1.492 -3.624 -0.036
H 0.406 -0.083 -3.559 0.054
H 0.563 0.176 -5.250 0.096
H 1.155 -1.277 -4.592 0.106
H -1.545 -0.368 -5.193 0.146
H -0.452 -2.099 -6.594 0.090
H -1.974 -2.660 -6.038 0.086
H -0.509 -3.336 -5.319 0.066
C -0.253 -5.921 -3.519 -0.031
C -0.375 -5.044 -2.178 -0.558
C 0.785 -4.143 -2.000 -0.090
O -1.626 -4.355 -2.187 -0.322
H 0.753 -6.204 -3.830 0.067
H -0.611 -5.237 -4.288 0.043
H -0.804 -6.861 -3.536 0.068
H -0.179 -5.671 -1.308 0.111
H 1.724 -4.662 -1.807 0.096
H 0.565 -3.501 -1.147 0.040
H 0.857 -3.496 -2.875 0.072
C -0.028 1.617 0.371 -0.037
C 0.148 0.274 -0.380 -0.577
C 0.836 -0.709 0.466 -0.069
O -1.117 -0.218 -0.695 -0.364
H -0.585 1.445 1.292 0.066
H -0.633 2.192 -0.330 0.055
H 0.861 2.142 0.719 0.065
H 0.607 0.319 -1.368 0.109
H 0.796 -1.762 0.186 0.061
H 0.337 -0.737 1.435 0.075
H 1.883 -0.463 0.645 0.092
C -3.415 -0.174 3.315 -0.079
C -2.237 -0.774 4.103 -0.250
O -1.868 -2.115 3.631 -0.099
H -4.202 -0.863 3.008 0.075
H -3.019 0.298 2.415 0.038
H -3.990 0.537 3.907 0.075
H -2.521 -0.849 5.153 0.110
H -1.415 -0.062 4.185 0.111
H -2.504 -2.696 4.055 0.086
C -2.562 4.850 2.745 -0.075
C -1.451 4.222 3.594 -0.312
O -0.599 5.206 4.205 -0.080
H -3.056 3.892 2.589 0.045
H -2.074 5.185 1.829 0.053
H -3.186 5.614 3.209 0.086
H -0.746 3.693 2.953 0.090
H -1.920 3.535 4.298 0.105
H -0.058 5.557 3.494 0.031
C 4.817 1.581 -0.978 -0.088
C 4.017 2.888 -0.837 -0.329
O 3.896 3.453 -2.112 -0.067
H 5.787 1.697 -1.462 0.077
H 4.260 0.835 -1.547 0.062
H 4.966 1.130 0.003 0.067
H 4.726 3.570 -0.368 0.110
H 3.137 2.713 -0.218 0.090
H 3.092 3.108 -2.508 0.046
C 1.935 -1.949 4.092 -0.070
C 2.631 -3.098 4.810 -0.351
O 3.964 -2.909 5.091 -0.074
H 2.255 -1.805 3.060 0.061
H 2.084 -0.933 4.459 0.075
H 0.854 -2.080 4.131 0.051
H 2.673 -3.965 4.151 0.108
H 2.261 -3.406 5.788 0.115
H 4.250 -3.781 5.371 0.089
C 0.855 5.211 0.562 -0.074
C 1.998 5.229 1.552 -0.348
O 1.606 6.027 2.603 -0.043
H -0.096 4.981 1.043 0.042
H 0.915 4.336 -0.084 0.053
H 0.812 6.151 0.013 0.092
H 2.844 5.452 0.902 0.116
H 2.205 4.205 1.863 0.107
H 2.330 5.930 3.225 0.112
C -0.972 -5.074 1.974 -0.062
C -2.036 -4.372 1.267 -0.323
O -1.719 -3.142 0.690 -0.163
H -1.304 -6.094 2.171 0.098
H -0.728 -4.499 2.867 0.077
H -0.080 -5.274 1.380 0.088
H -2.801 -3.984 1.940 0.116
H -2.354 -5.027 0.456 0.126
H -1.245 -2.723 1.412 0.071
C -1.205 2.794 -3.741 -0.057
C 0.306 2.876 -4.215 -0.240
O 1.221 2.141 -3.370 -0.102
H -1.852 3.535 -4.209 0.070
H -1.218 2.954 -2.663 0.052
H -1.688 1.846 -3.976 0.047
H 0.617 3.902 -4.411 0.117
H 0.395 2.387 -5.185 0.093
H 0.951 1.223 -3.446 -0.002
```

***

Molecular formula: C10H13BrCl30FINb
Method: DFT, wB97M-V/def2-TZVPD

Calculated values
frontier orbital gap = 7.35 eV
HOMO energy = -5.78 eV
net charge = -1
calculated total energy = -468666.40861 eV
strongest force on any atom = 2.2 eV Å⁻¹

Geometry as XYZ:
```
57
Properties=species:S:1:pos:R:3:lowdin_charge:R:1
F 3.954 1.349 -5.155 -0.648
Nb 2.281 2.163 -5.442 0.704
Br 2.992 3.107 -7.738 -0.233
I 1.274 -0.222 -6.581 0.015
H 0.681 2.953 -5.646 -0.192
H 1.689 1.549 -3.875 -0.151
H 2.848 3.624 -4.600 -0.136
C -0.323 -2.334 -2.759 -1.460
Cl 0.770 -3.685 -2.460 0.527
Cl -0.422 -1.302 -1.307 0.559
Cl 0.195 -1.394 -4.202 0.266
H -1.312 -2.736 -2.936 0.008
C 2.644 -1.364 0.284 -1.560
Cl 3.737 -2.728 0.597 0.515
Cl 2.444 -0.384 1.742 0.514
Cl 3.236 -0.396 -1.044 0.533
H 1.678 -1.769 0.015 -0.073
C -2.518 1.515 -1.494 -1.545
Cl -2.072 1.943 -3.123 0.564
Cl -1.814 2.626 -0.307 0.539
Cl -4.284 1.459 -1.312 0.506
H -2.130 0.527 -1.293 -0.075
C 3.100 -6.317 1.826 -1.590
Cl 3.738 -6.780 3.406 0.499
Cl 4.102 -6.963 0.530 0.530
Cl 1.427 -6.843 1.651 0.530
H 3.120 -5.237 1.759 -0.082
C -4.285 1.936 2.380 -1.546
Cl -4.810 0.264 2.552 0.554
Cl -5.622 3.060 2.616 0.545
Cl -2.964 2.283 3.499 0.539
H -3.920 2.067 1.373 -0.079
C -1.967 -1.653 4.058 -1.573
Cl -2.758 -2.923 4.997 0.521
Cl -0.493 -1.114 4.853 0.515
Cl -1.633 -2.203 2.418 0.518
H -2.645 -0.811 3.996 -0.058
C -3.453 6.087 3.197 -1.581
Cl -4.908 6.703 2.416 0.514
Cl -2.251 5.594 2.012 0.523
Cl -2.795 7.291 4.310 0.522
H -3.724 5.209 3.769 -0.034
C -7.413 0.389 -3.564 -1.556
Cl -6.188 -0.877 -3.563 0.521
Cl -7.532 1.156 -1.978 0.498
Cl -7.078 1.585 -4.812 0.532
H -8.368 -0.070 -3.783 0.007
C 7.060 1.507 -1.607 -1.558
Cl 6.265 0.830 -0.185 0.495
Cl 5.861 2.030 -2.769 0.551
Cl 8.153 2.827 -1.156 0.503
H 7.654 0.725 -2.060 0.010
C 3.820 -2.920 5.128 -1.533
Cl 2.778 -3.624 3.898 0.525
Cl 5.072 -1.924 4.391 0.532
Cl 2.884 -1.982 6.293 0.520
H 4.303 -3.728 5.661 0.011
```

***

Molecular formula: CH4NO2S
Method: DFT, wB97M-V/def2-TZVPD

Calculated values
frontier orbital gap = 7.62 eV
HOMO energy = -3.32 eV
net charge = -1
calculated total energy = -17519.95091 eV
strongest force on any atom = 5.6 eV Å⁻¹

Geometry as XYZ:
```
9
Properties=species:S:1:pos:R:3:lowdin_charge:R:1
C -0.974 0.687 -0.036 -0.162
S 0.790 -0.015 -0.222 0.591
N 0.334 -1.996 0.203 -0.234
O 1.565 0.450 1.002 -0.510
O 1.192 0.472 -1.518 -0.452
H -1.472 -0.004 0.543 -0.004
H -1.109 1.681 0.096 0.002
H -1.240 0.553 -1.022 -0.003
H 0.913 -1.827 0.955 -0.229
```

***

Look up the calculated total energy of the third one. -468666.40861 eV

***

What is the formula in the second record? C23H66O11V